Entry 1:
{"formula": "C44H43LaN8O5S2", "method": "ωB97M-V/def2-TZVPD", "lumo_ev": 3.8, "total_charge": -2, "orbital_gap_ev": 5.5, "species": ["H", "H", "H", "C", "H", "S", "H", "H", "H", "H", "H", "C", "C", "C", "H", "C", "C", "H", "H", "S", "C", "C", "C", "C", "O", "C", "C", "H", "N", "H", "C", "La", "H", "C", "H", "H", "N", "H", "H", "C", "H", "H", "C", "H", "H", "C", "C", "C", "H", "C", "C", "C", "N", "H", "H", "C", "N", "H", "H", "H", "N", "H", "O", "C", "C", "H", "C", "C", "O", "O", "C", "N", "H", "C", "O", "H", "C", "N", "C", "C", "H", "H", "H", "C", "H", "C", "C", "C", "H", "H", "C", "H", "C", "C", "H", "C", "C", "H", "C", "C", "C", "H", "N"], "coordinates": [[1.394309, 0.640815, -3.790485], [1.298736, -3.113130, 3.246324], [7.098947, 2.401479, 1.154795], [-5.671144, 1.807246, 1.043098], [2.566455, -2.333597, -4.413241], [-7.391008, 1.230304, -1.023146], [2.341261, -8.116910, -5.151274], [1.137107, 0.847929, -2.056602], [-0.738522, -3.065490, 0.354217], [1.649777, 0.305103, 5.031229], [-0.861649, -3.300195, -5.082215], [-3.916668, -0.244657, 0.424703], [2.812454, 4.001974, 5.303219], [-1.434634, -3.307820, -0.452151], [-2.415951, -2.944212, -0.134420], [-5.999682, 0.890095, 0.050963], [3.278807, -5.030595, -4.075365], [0.610647, -7.736814, -3.416067], [4.951398, 2.928805, 0.062793], [3.091833, -1.492186, -1.100634], [-3.558256, 0.706452, 1.378872], [-2.764581, 5.587063, 0.869118], [-0.161418, -1.497249, -4.115665], [0.646974, 0.587565, -2.994933], [-8.518641, 1.507824, -0.147078], [2.362297, 4.919996, 4.338833], [1.208172, 0.844493, 4.184669], [-1.898758, -0.273574, 2.014516], [0.456249, 0.175990, 3.387875], [3.463012, 4.317614, 6.108560], [-4.461761, 1.712855, 1.713504], [0.412299, 1.008455, 0.645791], [1.598421, -3.700719, -1.523565], [6.223425, 1.798450, 1.370446], [-0.680195, -1.574805, 3.502557], [-4.724700, 6.396468, 0.487740], [3.220738, -2.063306, -3.686836], [-3.192449, -1.008170, 0.159050], [0.572114, -5.630006, -2.138636], [6.328575, 0.728007, 2.269248], [-5.407159, -0.865139, -1.004030], [2.753877, 1.964175, 5.920265], [2.832764, -2.435406, -2.427018], [7.272832, 0.497672, 2.746560], [2.036589, -0.401025, 1.351042], [2.283784, -4.796253, -3.119816], [1.336031, -5.799273, -2.888471], [3.287667, -6.216355, -4.795960], [-5.373987, 4.591479, -1.126040], [-2.348161, 1.820652, -1.502735], [-0.392497, -1.330570, -1.664592], [2.827678, -0.612622, 2.075286], [2.647448, -1.556339, 2.901777], [-1.606673, -4.308692, -2.939654], [-2.118822, 1.220971, 2.754168], [-4.395553, 4.631746, -0.661882], [2.213015, -3.654392, -2.319990], [0.921954, -2.126503, 1.815469], [-1.506886, -4.395051, -0.563064], [0.558976, -1.424926, 4.762047], [-2.263624, 0.661753, 1.927945], [1.205023, 5.226963, 2.562593], [-6.916777, 2.404378, -1.766786], [5.207750, -0.035768, 2.513864], [0.021507, -0.787759, -2.936057], [-0.888955, 4.540274, 1.127005], [-0.989167, -2.658967, -1.734013], [3.986641, 0.244008, 1.895261], [2.720908, 1.686568, 0.454668], [0.292029, 2.847548, 2.235487], [-1.847992, 4.582082, 0.625662], [-3.512317, 2.490386, -1.683003], [3.478828, -1.089091, -3.708788], [2.330021, -7.196467, -4.580320], [-7.535694, 0.041326, -1.849940], [-6.362023, 2.615610, 1.254247], [-3.461108, 3.628691, -0.902769], [-1.524592, 2.438896, -0.687922], [3.848885, 1.351552, 1.006931], [-0.732536, -2.764061, -4.148954], [-4.178781, 2.459060, 2.451535], [-2.516091, 6.377945, 1.567476], [4.065334, -6.375992, -5.533857], [1.563246, 2.247071, 4.161251], [-4.340740, 2.171370, -2.164009], [1.541545, 4.521932, 3.315399], [1.095944, 3.172961, 3.177564], [0.340553, -1.241254, 3.704266], [-0.095894, 1.366752, -3.195792], [-2.130499, 0.873517, -1.980687], [2.410281, 2.693108, 5.191421], [5.243855, -0.887802, 3.184506], [-4.021807, 5.608724, 0.239404], [-1.148397, -3.320657, -2.936343], [4.047985, -4.291337, -4.235212], [5.029534, 2.099864, 0.757605], [-5.135118, -0.157315, -0.229664], [0.147331, -1.035516, -5.053786], [1.302868, -2.100205, 2.844806], [1.359872, -6.978331, -3.610033], [-2.217202, 3.576793, -0.269124], [2.672467, 5.957722, 4.405396], [-0.249980, -0.681999, -0.510413]], "forces_ev_per_a": [[0.0, 0.0, 0.0], [0.0, -0.1, 0.0], [0.0, 0.0, 0.0], [0.0, -0.1, -0.1], [0.0, 0.0, 0.0], [0.1, -0.1, 0.1], [0.0, 0.0, 0.0], [0.2, -0.1, 0.0], [0.0, 0.0, 0.0], [0.0, 0.0, 0.1], [0.0, 0.0, 0.0], [0.1, 0.0, 0.0], [0.0, 0.1, 0.0], [0.1, 0.0, 0.0], [0.0, 0.0, 0.0], [0.0, 0.1, -0.1], [-0.1, 0.1, 0.1], [0.0, 0.0, 0.0], [0.0, 0.0, 0.0], [0.1, 0.0, -0.1], [0.0, -0.1, -0.1], [0.0, 0.0, 0.0], [0.0, 0.0, 0.0], [-0.2, -0.2, 0.0], [0.0, 0.1, 0.0], [0.0, -0.1, 0.0], [-0.2, 0.0, 0.1], [0.0, -0.1, 0.1], [0.0, 0.0, -0.2], [0.0, 0.0, 0.0], [0.1, 0.1, 0.0], [-0.7, 1.4, 0.5], [0.0, 0.0, 0.1], [0.0, -0.1, 0.1], [0.0, 0.0, 0.0], [0.0, 0.0, 0.0], [0.0, -0.1, -0.1], [0.0, 0.0, 0.0], [0.0, 0.0, 0.0], [0.0, 0.0, 0.0], [0.0, 0.0, 0.0], [0.0, 0.0, 0.0], [0.0, 0.0, 0.1], [0.0, 0.0, 0.0], [0.5, -0.6, 0.1], [0.0, 0.0, -0.1], [0.0, 0.0, 0.0], [0.0, 0.0, 0.0], [0.0, 0.0, 0.0], [-0.1, 0.1, 0.0], [-0.4, -0.6, 0.1], [0.2, 0.0, -0.1], [0.0, 0.0, 0.2], [0.0, 0.0, 0.0], [0.0, -0.1, 0.1], [0.0, -0.1, 0.0], [0.1, -0.1, -0.1], [0.0, 0.0, 0.0], [0.0, 0.0, 0.0], [0.0, 0.0, 0.1], [0.1, 0.2, -0.1], [0.0, 0.0, 0.0], [0.1, 0.1, -0.1], [-0.1, 0.0, 0.0], [0.0, 0.1, 0.1], [-0.1, 0.0, 0.0], [0.2, 0.2, 0.0], [0.1, 0.0, -0.1], [0.2, -0.3, 0.1], [0.0, 0.4, 0.4], [0.1, 0.0, 0.0], [0.0, 0.1, -0.1], [0.0, 0.0, 0.0], [0.0, 0.0, 0.0], [0.0, 0.0, 0.0], [0.1, 0.0, 0.0], [0.0, -0.3, 0.1], [0.0, 0.1, 0.1], [0.2, 0.1, 0.0], [0.0, 0.0, 0.1], [0.0, 0.0, 0.0], [0.0, 0.0, 0.0], [0.0, 0.0, 0.0], [0.1, 0.0, -0.1], [-0.1, -0.1, 0.0], [0.0, 0.0, 0.0], [-0.2, 0.1, 0.1], [0.2, -0.1, -0.1], [0.0, 0.0, 0.0], [-0.1, 0.0, 0.1], [0.0, -0.1, 0.0], [0.0, 0.0, 0.0], [-0.1, 0.0, 0.0], [0.1, 0.0, 0.0], [0.0, 0.0, 0.0], [-0.1, 0.1, 0.0], [0.0, 0.1, 0.0], [0.0, 0.0, 0.0], [-0.1, 0.1, 0.0], [0.0, 0.0, 0.0], [0.2, 0.2, -0.2], [0.0, 0.0, 0.0], [-0.3, -0.8, -1.1]]}

Entry 2:
{"formula": "C44H43MoN5OP2S", "method": "ωB97M-V/def2-TZVPD", "lumo_ev": [-6.4, -6.7], "total_charge": 2, "orbital_gap_ev": [6.3, 6.6], "spin_multiplicity": 3, "species": ["H", "C", "C", "Mo", "C", "C", "N", "N", "H", "H", "O", "H", "C", "C", "C", "C", "C", "C", "S", "H", "H", "H", "N", "H", "N", "H", "C", "C", "H", "H", "H", "C", "H", "C", "H", "H", "C", "H", "C", "N", "C", "H", "H", "C", "C", "C", "H", "H", "C", "H", "C", "H", "C", "C", "C", "C", "H", "C", "C", "H", "H", "H", "H", "C", "C", "H", "C", "H", "C", "H", "C", "P", "C", "P", "C", "H", "H", "H", "H", "H", "H", "H", "C", "H", "C", "C", "H", "H", "H", "C", "H", "C", "H", "C", "C", "C", "C"], "coordinates": [[2.465407, -5.266973, 2.075565], [-0.678883, -1.438723, 2.832884], [-1.181218, 1.812725, 3.498868], [-0.067527, 0.434050, -1.008381], [-2.653802, 0.208296, -0.470335], [1.365399, -2.637151, 0.259967], [-2.063714, -0.820838, 0.455282], [0.376980, 0.041789, -2.722091], [-1.247203, 6.701675, 0.911018], [-2.494592, -3.658498, 4.636548], [2.787771, 2.277731, 1.057389], [1.881460, -0.205907, -6.194915], [1.416938, -1.367083, -4.442614], [-4.505010, -3.869743, -1.342418], [-3.291294, 1.064038, 2.611215], [-2.013098, -3.601763, -2.549351], [0.426730, 5.710480, 0.010494], [3.622271, 2.203236, -1.579470], [3.178341, 1.296514, 0.019961], [-5.034452, 1.960515, 3.484635], [0.051207, -5.811496, 2.031023], [-2.670309, -5.121983, -3.906548], [1.869755, 0.929397, -1.000768], [-2.764547, -1.987463, 2.835903], [-0.305576, 2.332829, -0.106591], [-4.883079, -5.376415, -2.823954], [-2.341647, -2.823838, -1.438866], [1.719200, -1.202068, -5.793071], [0.005512, 7.851935, 2.692713], [3.314295, -3.252395, 0.923437], [0.936626, 3.647829, 2.704937], [1.774557, -4.610972, 1.555097], [-1.982233, 0.587697, -1.272334], [1.377756, -0.191289, -3.541186], [-0.059737, 7.776128, 0.175669], [-5.477801, -3.971833, -0.873972], [1.043625, 4.593407, 2.188124], [1.432095, -1.086497, 3.052503], [2.253359, -3.477675, 0.914492], [0.384285, 4.481363, 0.855740], [-3.229991, 2.737593, 4.348274], [-3.751579, 3.408295, 5.022862], [0.932555, 5.845691, 3.905909], [0.059598, 3.344236, 0.337547], [-0.383834, -3.301057, 4.866292], [0.412773, 5.744273, 2.952230], [1.474601, 5.905103, -0.230920], [1.655466, 2.386994, -2.553689], [0.414576, -4.920085, 1.531034], [5.927567, 0.785758, -3.716178], [0.716065, -2.577558, 4.429721], [1.539895, 7.329377, 2.012893], [4.909128, 1.876612, -2.246870], [-0.176060, 6.875378, 0.779666], [0.491391, 7.043676, 2.146027], [-1.842047, 2.668133, 4.369706], [-1.277663, 3.269375, 5.074539], [-1.899224, 1.018436, 2.603017], [1.255824, -3.746973, -4.772091], [1.589604, -4.439975, -6.778172], [-0.114397, 5.517726, -0.912271], [-1.051203, -3.491832, -3.035504], [5.808828, 2.373646, -1.901340], [3.779494, 0.351506, -3.788586], [1.540293, -3.578190, -6.123305], [-2.993798, 1.079684, 0.062225], [-0.475407, -4.096062, 0.862761], [1.687572, -2.736376, 4.883527], [2.357279, 1.625485, -2.217370], [-0.632915, 5.503383, 3.166581], [-1.786803, -2.161068, 3.276321], [-1.072524, -1.811501, -0.649222], [1.772048, -2.307220, -6.631511], [-0.886276, -0.118653, 1.599128], [-3.950920, 1.928027, 3.480833], [-3.849962, -2.355964, 0.032076], [-3.874339, 0.399955, 1.982379], [-1.531308, -4.339508, 0.837590], [1.999037, -2.174108, -7.682763], [-3.472771, -0.226762, -1.028419], [1.731868, -1.748917, -0.235216], [1.100204, -4.742407, -4.371529], [-4.171452, -4.654968, -2.438881], [3.905947, -0.417922, -4.544314], [1.185931, -2.643836, -3.936860], [4.969850, 1.014047, -3.263149], [3.533557, 3.248754, -1.293090], [2.105289, 4.763829, 2.011925], [-0.098423, 1.719312, 3.544641], [2.549634, 0.636158, -3.321304], [1.007531, -2.770130, -2.879224], [0.571196, -1.646065, 3.405235], [-0.270563, -4.028028, 5.662709], [-1.635260, -3.094776, 4.287418], [-3.593919, -2.949547, -0.836739], [-0.001469, -2.936011, 0.241659], [-2.928333, -4.515975, -3.044803]], "forces_ev_per_a": [[-0.1, 0.1, -0.1], [0.1, 0.0, -0.2], [0.1, 0.0, 0.0], [1.0, -0.4, 0.3], [0.0, -0.6, 0.6], [-0.1, -0.2, 0.1], [0.2, 0.1, -0.3], [0.5, 0.1, -1.4], [0.0, 0.0, 0.0], [0.1, 0.1, 0.0], [0.0, -0.2, -0.4], [0.0, -0.1, 0.0], [-0.1, 0.1, -0.1], [0.0, 0.0, 0.0], [0.0, 0.0, 0.1], [0.0, 0.1, -0.1], [-0.1, -0.1, 0.2], [0.1, -0.2, 0.1], [-0.1, 0.2, 0.3], [0.1, 0.0, 0.0], [0.0, 0.1, 0.0], [0.0, 0.1, 0.1], [0.3, -0.2, -0.1], [0.1, 0.0, 0.0], [-0.2, 0.2, -0.3], [0.0, 0.1, 0.0], [0.1, 0.1, -0.2], [-0.1, 0.1, -0.1], [0.0, 0.0, 0.0], [-0.1, 0.0, 0.0], [0.0, -0.1, 0.0], [0.0, -0.1, 0.0], [-0.5, 0.2, -0.6], [-0.3, 0.0, 0.5], [0.0, 0.0, 0.0], [0.1, 0.0, 0.0], [-0.2, 0.0, -0.1], [0.0, 0.0, 0.0], [0.0, 0.0, 0.0], [0.0, -0.1, -0.3], [0.0, 0.0, 0.0], [0.1, -0.1, -0.1], [0.0, 0.0, 0.0], [0.2, 0.7, 0.5], [0.0, 0.0, 0.0], [0.0, 0.1, -0.1], [0.0, 0.0, 0.0], [-0.2, 0.3, 0.0], [0.0, 0.0, 0.0], [-0.1, 0.0, 0.0], [0.0, 0.0, 0.0], [0.0, 0.0, 0.0], [-0.1, 0.2, 0.3], [0.1, -0.1, 0.1], [-0.1, -0.1, 0.0], [0.0, 0.0, 0.0], [0.0, -0.1, -0.1], [0.1, 0.2, -0.1], [0.0, 0.0, -0.1], [0.0, 0.1, 0.0], [0.0, -0.1, 0.0], [-0.1, 0.0, 0.0], [-0.1, -0.1, 0.1], [0.4, -0.1, -0.1], [0.0, 0.0, 0.0], [0.0, 0.3, 0.2], [0.1, 0.0, 0.0], [-0.1, 0.0, 0.0], [0.1, -0.1, 0.3], [0.0, 0.0, 0.0], [-0.1, 0.0, 0.0], [-0.4, -0.2, 1.1], [0.0, 0.0, 0.0], [-0.5, -0.2, 0.4], [0.0, 0.0, -0.1], [0.0, 0.0, 0.0], [0.0, 0.1, 0.0], [0.0, 0.0, 0.0], [0.0, 0.0, 0.1], [-0.2, -0.2, -0.1], [0.1, 0.1, -0.1], [0.0, 0.1, 0.0], [0.0, 0.0, 0.0], [0.0, 0.1, 0.1], [0.1, 0.0, -0.1], [-0.1, -0.2, -0.3], [0.0, 0.1, -0.1], [0.1, 0.0, 0.0], [0.0, 0.1, 0.0], [-0.2, 0.1, 0.1], [0.0, 0.0, 0.2], [0.0, 0.0, 0.0], [0.0, 0.1, -0.1], [0.0, 0.0, 0.0], [-0.1, -0.1, 0.0], [0.2, 0.0, -0.1], [0.0, 0.0, -0.1]]}